1.
ORCA calculation (ωB97M-V/def2-TZVPD) on a 2-piece molecular cluster, C26H36N3O3 overall.

The energy above the lowest of the compared OMol25 structures with the same formula, charge and spin is 0.0 kcal/mol.

The geometry in ORCA input format:
```
! wB97M-V def2-TZVPD RIJCOSX def2/J DEFGRID3
* xyz 1 1
O -3.41 -2.58 -2.94
O 1.89 3.91 4.47
O 0.02 5.07 1.88
N 1.34 2.62 2.13
N -1.22 -3.08 -2.40
N -0.56 -1.16 -1.41
C 2.22 0.60 0.28
C 2.39 2.58 4.36
C 1.12 -2.43 -2.78
C -4.30 -0.49 -0.86
C -1.97 -0.97 -1.75
C -4.67 0.47 -1.81
C -0.04 -2.50 -1.77
C -6.61 -1.18 -0.63
C 5.69 -0.90 0.42
C 3.63 0.42 0.54
C 1.47 -0.35 -0.40
C -1.25 -4.42 -2.92
C -2.33 -2.28 -2.43
C -6.01 0.58 -2.19
C 1.50 1.86 3.38
C -2.84 -0.67 -0.52
C 4.31 -0.80 0.27
C 6.43 0.19 0.89
C 0.34 -3.33 -0.54
C 4.39 1.50 1.07
C -5.27 -1.28 -0.24
C -6.98 -0.25 -1.61
C 0.16 -0.18 -0.84
C -0.04 2.73 1.66
C 5.77 1.39 1.22
C -0.24 4.03 0.93
H 6.19 -1.84 0.16
H -0.33 5.90 1.54
H 0.74 -2.03 -3.73
H -2.44 0.24 -0.03
H 1.53 -3.43 -2.93
H 1.92 -1.78 -2.44
H -0.74 2.67 2.51
H 2.34 2.08 5.33
H 1.12 -2.84 0.06
H -1.27 4.09 0.57
H 6.34 2.25 1.59
H 3.75 -1.68 -0.08
H -2.08 -0.15 -2.48
H -3.90 1.10 -2.26
H 1.95 -1.29 -0.64
H -2.72 -1.51 0.20
H 7.51 0.11 1.00
H 2.28 4.33 5.26
H -2.26 -4.64 -3.28
H 3.86 2.42 1.33
H -0.35 0.78 -0.74
H -0.98 -5.14 -2.13
H -0.54 -3.49 0.10
H 0.51 1.70 3.84
H -4.95 -2.00 0.52
H 1.73 3.56 2.25
H 3.42 2.60 3.97
H -0.22 1.87 1.00
H 1.92 0.89 3.12
H 1.78 1.57 0.49
H -0.53 -4.54 -3.74
H 0.49 4.11 0.10
H -7.35 -1.84 -0.18
H -8.02 -0.17 -1.91
H 0.73 -4.31 -0.87
H -6.29 1.30 -2.96
*
```

=====

2.
ORCA calculation (ωB97M-V/def2-TZVPD) on the molecule C26H36N4O5.

The structure (SMILES) is CCOc1ccc([C@@H](C(=O)NC(C)(C)C)N(CCOC)C(=O)CCC(=O)Nc2ccccn2)cc1. The energy above the lowest of the compared OMol25 structures with the same formula, charge and spin is 0.6 kcal/mol.

The geometry in ORCA input format:
```
! wB97M-V def2-TZVPD RIJCOSX def2/J DEFGRID3
* xyz 0 1
O 3.16 1.02 -1.32
O -6.44 -1.60 1.03
O 1.96 -2.11 0.41
O -0.83 1.58 1.73
O -0.10 1.01 -2.73
N 5.14 -2.49 -0.07
N -0.61 -0.23 -0.93
N 3.93 -1.12 -1.42
N 0.04 2.56 -0.13
C -4.50 -0.43 1.58
C -1.54 0.82 -0.49
C 1.97 2.72 1.37
C 5.67 -0.50 1.76
C 4.93 -0.21 0.63
C 5.85 -2.74 1.01
C 3.18 -0.07 -1.85
C -0.76 1.70 0.52
C 4.68 -1.26 -0.26
C 1.04 -1.09 0.73
C 2.33 -0.42 -3.06
C 1.84 -3.27 1.20
C -5.29 -1.02 0.59
C 0.18 4.49 1.36
C -8.17 -1.02 -0.61
C 1.71 4.20 -0.62
C 6.14 -1.79 1.97
C -7.37 -2.12 0.09
C 1.03 -1.08 -2.57
C 0.97 3.49 0.51
C -3.30 0.17 1.27
C -0.33 -1.27 0.03
C -3.63 -0.39 -1.03
C -4.84 -1.00 -0.72
C 0.08 -0.01 -2.07
C -2.85 0.20 -0.04
H 2.64 -3.94 0.89
H 1.95 -3.04 2.27
H -0.36 3.96 2.13
H 6.72 -2.04 2.84
H -0.36 -2.25 -0.46
H 0.86 5.20 1.83
H -2.71 0.63 2.05
H -4.86 -0.45 2.60
H -8.90 -1.47 -1.27
H -8.68 -0.41 0.13
H -3.29 -0.38 -2.05
H -8.04 -2.74 0.70
H 2.07 0.50 -3.59
H 5.88 0.29 2.48
H -5.41 -1.45 -1.52
H 2.27 3.48 -1.21
H 0.54 -1.56 -3.42
H 1.01 4.73 -1.27
H 2.67 3.41 1.84
H -1.13 -1.25 0.77
H -1.74 1.43 -1.38
H 2.53 2.03 0.74
H -6.87 -2.76 -0.64
H 1.45 2.16 2.14
H 2.42 4.92 -0.21
H 0.09 2.49 -1.14
H 1.26 -1.83 -1.82
H 0.87 -3.77 1.05
H 6.19 -3.76 1.11
H 3.84 -2.01 -1.90
H 4.56 0.78 0.43
H -7.51 -0.37 -1.19
H -0.53 5.03 0.74
H 0.91 -1.02 1.81
H 2.87 -1.09 -3.73
H 1.50 -0.16 0.38
*
```

=====

3.
ORCA calculation (ωB97M-V/def2-TZVPD) on the molecule C26H36N6O.

The structure (SMILES) is CCn1nc(C)c(CN2CCC(n3nccc3NC(=O)CCCc3ccccc3)CC2)c1C. The energy above the lowest of the compared OMol25 structures with the same formula, charge and spin is 5.0 kcal/mol.

The geometry in ORCA input format:
```
! wB97M-V def2-TZVPD RIJCOSX def2/J DEFGRID3
* xyz 0 1
O 1.88 -0.62 -0.48
N -6.38 -1.37 0.50
N -3.12 0.89 -1.06
N 2.74 1.46 -0.74
N 0.69 2.12 0.39
N 0.30 2.82 1.46
N -6.00 -1.18 1.77
C -2.41 1.95 -1.76
C 9.17 -1.34 0.07
C -6.57 -3.74 -0.09
C -1.29 2.60 -0.93
C 2.67 0.12 -1.01
C -2.19 -0.12 -0.60
C 2.04 2.10 0.29
C 6.86 -0.68 0.16
C 8.09 -0.68 -0.49
C -5.96 -0.50 -1.81
C 9.04 -2.00 1.27
C 4.88 -0.99 -1.32
C 2.54 2.84 1.34
C -4.02 1.37 -0.02
C 1.40 3.26 2.04
C 6.74 -1.35 1.37
C -5.12 -0.19 1.76
C -4.92 0.27 0.44
C -5.74 -0.52 -0.34
C -0.31 1.53 -0.47
C -7.30 -2.42 0.18
C 7.82 -2.01 1.92
C 5.67 0.00 -0.46
C -1.05 0.42 0.27
C -4.48 0.30 3.01
C 3.69 -0.35 -2.03
H 5.02 0.39 0.33
H -6.95 -0.12 -2.05
H -4.62 2.17 -0.47
H -1.71 3.09 -0.05
H -0.78 3.35 -1.54
H -0.35 -0.39 0.50
H -5.90 -3.64 -0.94
H 3.53 1.97 -1.10
H 7.71 -2.52 2.87
H 9.89 -2.51 1.71
H -5.86 -1.50 -2.23
H -5.99 -4.02 0.78
H -3.50 1.79 0.85
H 0.21 1.10 -1.34
H -5.21 0.15 -2.26
H 8.19 -0.16 -1.43
H -3.40 0.17 2.97
H -7.96 -2.54 1.04
H -1.97 1.50 -2.66
H 3.21 -1.10 -2.66
H -2.76 -0.88 -0.05
H 4.02 0.48 -2.66
H -7.89 -2.12 -0.69
H -7.29 -4.52 -0.30
H -4.87 -0.28 3.85
H 5.55 -1.42 -2.07
H 10.12 -1.33 -0.45
H -1.76 -0.60 -1.49
H -3.13 2.70 -2.07
H 5.78 -1.35 1.88
H 3.57 3.04 1.56
H 4.52 -1.81 -0.69
H 1.34 3.86 2.92
H -1.44 0.83 1.20
H 6.00 0.84 -1.08
H -4.70 1.35 3.17
*
```

=====

4.
ORCA calculation (ωB97M-V/def2-TZVPD) on C26H37AsBF6N4O2S3SiY as an isolated structure.

The energy above the lowest of the compared OMol25 structures with the same formula, charge and spin is 0.0 kcal/mol.

The geometry in ORCA input format:
```
! wB97M-V def2-TZVPD RIJCOSX def2/J DEFGRID3
* xyz 1 2
Y 10.37 11.99 11.03
As 9.53 11.17 14.16
S 12.73 13.25 11.28
S 7.06 13.51 10.97
S 11.05 12.74 7.93
Si 11.09 9.01 9.10
F 8.61 10.99 12.56
F 8.35 12.20 14.87
F 8.80 9.79 14.72
F 10.69 10.19 13.37
F 10.23 12.59 13.29
F 10.56 11.46 15.47
O 9.88 12.56 8.96
O 10.64 10.17 10.13
N 13.26 15.34 12.76
N 8.75 15.06 12.47
N 6.90 14.38 13.45
N 11.26 15.58 11.82
C 12.30 7.94 11.29
C 10.53 11.90 6.44
C 7.39 8.68 6.09
C 13.63 10.18 9.02
C 12.68 9.51 8.23
C 7.51 15.08 14.30
C 14.97 10.71 6.99
C 11.05 14.47 7.61
C 13.08 9.22 6.90
C 8.65 15.62 13.69
C 5.64 13.61 13.64
C 9.62 8.85 7.92
C 7.62 14.35 12.23
C 14.61 14.88 12.89
C 9.61 8.10 6.73
C 14.77 10.68 8.38
C 12.79 16.58 13.12
C 12.32 14.80 11.94
C 7.32 9.37 7.28
C 10.03 7.10 10.76
C 8.55 7.96 5.87
C 14.16 9.82 6.26
C 11.55 16.70 12.59
C 8.42 9.56 8.11
C 11.32 7.49 10.15
C 12.07 6.33 9.40
B 9.87 15.37 11.28
H 13.70 10.32 10.11
H 15.04 14.62 11.93
H 12.32 7.12 12.00
H 12.08 8.85 11.81
H 10.11 6.29 11.49
H 13.35 8.11 10.90
H 10.02 14.82 7.56
H 9.36 6.66 9.93
H 5.06 14.17 14.33
H 5.25 13.59 12.61
H 8.29 10.14 8.99
H 6.40 9.87 7.53
H 11.52 5.94 8.56
H 15.85 11.22 6.66
H 14.64 13.93 13.43
H 8.63 7.38 4.93
H 9.60 12.23 6.00
H 10.38 10.93 6.91
H 9.57 16.30 10.67
H 7.09 15.26 15.33
H 15.45 11.30 8.92
H 14.31 9.56 5.22
H 10.84 17.54 12.55
H 12.43 8.60 6.27
H 6.53 8.49 5.41
H 9.83 14.29 10.58
H 11.70 14.66 6.78
H 15.33 15.64 13.22
H 12.97 6.83 9.15
H 5.91 12.59 13.88
H 12.32 5.52 10.01
H 9.47 16.06 14.18
H 13.30 17.21 13.77
H 11.53 14.83 8.50
H 9.52 7.91 11.25
H 11.41 11.74 5.77
H 10.40 7.44 6.48
*
```

=====

5.
ORCA calculation (ωB97M-V/def2-TZVPD) on C26H37BaN10O4S as an isolated structure.

The energy above the lowest of the compared OMol25 structures with the same formula, charge and spin is 2.8 kcal/mol.

The geometry in ORCA input format:
```
! wB97M-V def2-TZVPD RIJCOSX def2/J DEFGRID3
* xyz 1 1
Ba -1.18 -1.44 -2.24
S 0.00 1.41 -3.48
O 0.61 -2.45 -4.02
O 2.23 -4.71 6.13
O -1.43 -2.60 -0.15
O 0.23 -2.96 -6.08
N 1.41 2.19 -1.34
N -2.06 -4.24 -6.50
N -0.11 -2.90 -4.91
N -2.51 -0.66 4.97
N 0.15 3.80 -2.31
N -3.75 -3.38 -3.46
N -3.48 -3.92 -4.73
N -1.35 -3.25 -4.45
N -1.99 -1.07 6.02
N -1.54 0.05 0.26
C -1.74 -0.78 1.32
C 0.55 2.52 -2.31
C -2.20 -2.55 3.41
C -1.97 -3.05 2.12
C -1.59 1.35 0.46
C 3.57 0.99 -1.68
C 4.55 1.67 -0.72
C -0.77 4.42 -3.27
C -0.03 5.30 -4.27
C 0.25 -1.81 5.28
C 1.16 -3.86 6.14
C -2.18 -1.21 3.69
C 0.82 6.41 -3.65
C -1.69 -2.20 1.06
C -1.01 -3.12 6.84
C 0.03 7.35 -2.74
C -1.84 1.93 1.72
C 0.01 -4.06 6.90
C -2.25 -3.79 -5.27
C 2.14 -5.88 6.91
C 4.31 3.16 -0.49
C 1.29 -2.72 5.35
C -2.04 1.11 2.80
C -0.92 -2.02 6.01
C 2.12 0.92 -1.21
C -1.99 -0.29 2.62
H -3.78 -4.12 -2.76
H -0.85 7.75 -3.25
H 2.06 0.60 -0.16
H -2.39 -3.26 4.21
H 0.60 4.66 -4.90
H -1.17 -4.10 -6.95
H -1.89 3.00 1.81
H 4.13 3.69 -1.43
H -1.90 -3.25 7.44
H 1.66 5.97 -3.10
H 5.17 3.62 -0.01
H 0.35 -0.93 4.65
H 3.91 -0.04 -1.84
H -1.29 3.63 -3.78
H -1.44 1.98 -0.41
H 1.28 6.99 -4.45
H -2.83 -4.61 -7.04
H 3.46 3.34 0.18
H 1.72 2.93 -0.74
H -0.31 6.85 -1.83
H 5.56 1.54 -1.13
H 1.30 -6.50 6.60
H 0.60 4.42 -1.67
H 3.59 1.48 -2.66
H -0.09 -4.92 7.54
H -2.25 1.52 3.78
H -4.17 -4.49 -5.19
H 4.54 1.14 0.24
H -1.97 -4.11 1.94
H 2.21 -2.57 4.80
H -1.50 5.00 -2.70
H 0.65 8.20 -2.43
H -0.78 5.75 -4.93
H 2.05 -5.65 7.97
H -4.66 -2.92 -3.49
H 1.59 0.20 -1.82
H 3.07 -6.43 6.74
*
```

=====

6.
ORCA calculation (ωB97M-V/def2-TZVPD) on an isolated ion of composition C26H37N4O2 and charge +1.

The structure (SMILES) is CCN(CC)CC(=O)N1c2ccccc2CCc2ccc(NC(=O)C[NH+](CC)CC)cc21. The energy above the lowest of the compared OMol25 structures with the same formula, charge and spin is 3.4 kcal/mol.

The geometry in ORCA input format:
```
! wB97M-V def2-TZVPD RIJCOSX def2/J DEFGRID3
* xyz 1 1
O -4.63 -2.38 -0.71
O -0.21 0.49 -0.05
N 1.62 2.75 0.11
N -2.55 -3.20 -0.41
N -4.14 0.07 -0.29
N 1.60 -0.80 -0.44
C -4.68 0.99 -2.53
C -0.35 -2.15 -0.52
C 3.54 -1.45 1.47
C -4.23 1.29 -1.11
C -2.94 -0.74 -0.59
C -4.28 0.33 1.16
C 3.65 2.44 1.47
C 2.78 -2.77 1.62
C 4.56 -0.98 -2.66
C -5.72 0.59 1.56
C 2.13 2.47 1.44
C 1.42 -2.83 0.98
C 5.24 -1.42 -0.40
C 0.92 -1.96 0.01
C 3.94 -1.26 0.04
C 0.43 4.88 0.36
C 0.31 3.38 0.11
C 2.95 -0.95 -0.89
C 0.58 -3.88 1.37
C 1.77 1.63 -0.80
C -1.20 -3.12 -0.02
C 3.25 -0.82 -2.24
C 0.95 0.40 -0.41
C -0.71 -4.02 0.92
C 5.55 -1.28 -1.75
C -3.43 -2.20 -0.57
H -3.91 -0.55 1.70
H -0.36 2.93 0.86
H 6.02 -1.65 0.31
H -4.79 1.91 -3.09
H -0.65 -1.52 -1.34
H -0.14 3.22 -0.87
H 4.06 1.58 0.94
H 4.00 2.39 2.50
H 4.80 -0.88 -3.71
H -3.64 1.18 1.42
H 1.11 5.31 -0.37
H -1.34 -4.81 1.30
H -4.91 -0.60 -0.56
H -5.64 0.48 -2.53
H 4.04 3.34 1.02
H 2.83 1.39 -0.86
H 6.57 -1.41 -2.08
H -2.97 -4.12 -0.37
H -6.13 1.48 1.10
H -2.13 -0.53 0.11
H 4.42 -1.48 2.10
H -6.34 -0.26 1.29
H 3.39 -3.58 1.21
H 2.65 -2.99 2.69
H 1.72 1.52 1.85
H 2.91 -0.63 1.81
H 2.46 -0.59 -2.94
H 0.96 -4.59 2.10
H 0.82 5.08 1.36
H -3.97 0.37 -3.07
H -0.54 5.35 0.27
H 1.43 1.95 -1.79
H -2.60 -0.51 -1.59
H -4.96 1.96 -0.65
H -3.26 1.78 -1.10
H -5.78 0.71 2.63
H 1.79 3.27 2.10
*
```

=====

Number 1: E -1402.06683 Eh. Number 2: E -1607.62855 Eh. Number 3: E -1416.14013 Eh. Number 4: E -5764.77921 Eh. Number 5: E -2284.92244 Eh. Number 6: E -1382.27470 Eh.